Entry w
A molecular structure, C43H41Cl2F12N7O4S2SeZr. Source: the Open Molecules 2025 dataset; level of theory: the ωB97M-V functional and the def2-TZVPD basis.

```
113
Properties=species:S:1:pos:R:3
Zr 0.411 0.438 1.653
C 3.372 -6.202 2.785
C 3.050 -4.785 2.399
C 3.903 -4.030 1.607
C 3.598 -2.727 1.268
C 2.417 -2.089 1.684
N 2.131 -0.773 1.291
C 2.990 -0.194 0.326
C 3.180 -0.829 -0.902
C 3.975 -0.283 -1.889
C 4.598 0.944 -1.698
C 5.445 1.572 -2.771
C 4.378 1.597 -0.496
C 3.575 1.065 0.510
C 3.248 1.856 1.777
O 1.906 1.754 2.105
C 4.138 1.373 2.952
F 5.434 1.604 2.692
F 3.831 2.005 4.097
F 4.003 0.066 3.175
C 3.453 3.391 1.581
F 4.724 3.784 1.431
F 2.974 4.070 2.639
F 2.768 3.805 0.511
C 1.598 -2.824 2.573
C 1.923 -4.143 2.883
C 0.459 -2.128 3.307
O -0.226 -1.248 2.501
C 1.056 -1.310 4.517
F 1.305 -0.041 4.090
F 2.201 -1.802 4.975
F 0.225 -1.192 5.557
C -0.618 -3.096 3.857
F -0.183 -3.848 4.886
F -1.044 -3.926 2.893
F -1.685 -2.428 4.295
H 3.967 -6.695 2.015
H 2.466 -6.791 2.936
H 3.946 -6.238 3.714
H 4.831 -4.461 1.246
H 4.311 -2.185 0.667
H 2.700 -1.788 -1.057
H 4.113 -0.818 -2.824
H 5.889 0.814 -3.417
H 6.254 2.162 -2.340
H 4.853 2.240 -3.402
H 4.844 2.562 -0.360
H 1.281 -4.708 3.542
N 0.550 3.174 4.036
C -0.711 2.717 3.956
N -1.081 1.557 3.437
C -2.455 1.380 3.632
C -3.102 2.402 4.228
S -1.995 3.658 4.634
C -3.151 0.130 3.305
C -4.028 -0.464 4.148
S -4.640 -1.901 3.422
C -3.628 -1.603 2.049
N -2.937 -0.500 2.102
N -3.619 -2.458 0.976
H 1.253 2.765 3.422
H 0.681 4.143 4.268
H -4.153 2.457 4.455
H -4.291 -0.170 5.150
H -3.803 -3.424 1.194
H -2.786 -2.326 0.408
C -2.279 -1.971 -4.593
C -0.839 -2.174 -5.065
C 0.212 -2.125 -3.954
C 0.633 -0.732 -3.508
N -0.482 0.105 -3.079
C -1.142 -0.009 -1.910
Se -0.721 -1.201 -0.542
N -2.124 0.918 -1.888
C -3.150 1.032 -0.845
C -4.336 0.111 -1.089
C -5.213 0.466 -2.286
C -6.064 1.711 -2.058
C -2.070 1.666 -3.059
C -2.805 2.763 -3.491
C -2.458 3.307 -4.715
C -1.420 2.771 -5.485
C -0.688 1.681 -5.052
C -1.025 1.146 -3.816
H -2.987 -2.236 -5.379
H -2.492 -0.940 -4.306
H -2.494 -2.606 -3.729
H -0.592 -1.445 -5.845
H -0.773 -3.152 -5.547
H 1.126 -2.628 -4.281
H -0.145 -2.683 -3.085
H 1.114 -0.194 -4.326
H 1.339 -0.774 -2.684
H -3.439 2.084 -0.799
H -2.674 0.781 0.103
H -4.937 0.120 -0.173
H -3.962 -0.909 -1.177
H -5.868 -0.381 -2.504
H -4.596 0.591 -3.181
H -6.763 1.556 -1.233
H -6.646 1.971 -2.944
H -5.458 2.582 -1.801
H -3.618 3.171 -2.907
H -3.004 4.164 -5.086
H -1.182 3.226 -6.437
H 0.117 1.275 -5.649
Cl -0.083 5.100 -0.248
C -0.138 3.571 -1.138
Cl 1.033 3.537 -2.453
C 0.027 2.387 -0.186
O -0.703 2.350 0.843
O 0.825 1.460 -0.434
H -1.128 3.505 -1.582
```

Its multiplicity is 1. As for the highest occupied orbital energy: -7.063 eV. As for the LUMO energy: 0.120 eV. The gap between HOMO and LUMO comes out at 7.18 eV.


Entry x
A molecular structure, C43H41Cl2F12N7O4S2SeZr. Source: the Open Molecules 2025 dataset; level of theory: the ωB97M-V functional and the def2-TZVPD basis.

```
113
Properties=species:S:1:pos:R:3
Zr 0.166 -0.647 0.123
C -4.996 -1.264 5.191
C -3.736 -0.977 4.419
C -2.479 -1.050 5.014
C -1.331 -0.826 4.286
C -1.345 -0.488 2.921
N -0.117 -0.308 2.241
C 1.006 0.036 3.034
C 0.907 1.086 3.952
C 1.982 1.527 4.696
C 3.232 0.936 4.556
C 4.433 1.425 5.323
C 3.339 -0.115 3.660
C 2.266 -0.577 2.899
C 2.434 -1.762 1.948
O 1.833 -1.541 0.732
C 3.925 -2.092 1.588
F 4.583 -0.968 1.258
F 3.983 -2.902 0.530
F 4.615 -2.677 2.578
C 1.839 -3.036 2.647
F 2.444 -3.249 3.828
F 0.536 -2.918 2.890
F 2.012 -4.127 1.890
C -2.620 -0.407 2.318
C -3.765 -0.667 3.074
C -2.809 -0.081 0.843
O -1.649 0.274 0.232
C -3.483 -1.312 0.084
F -4.800 -1.122 -0.124
F -2.918 -1.492 -1.117
F -3.354 -2.451 0.765
C -3.733 1.159 0.606
F -4.944 1.100 1.155
F -3.892 1.377 -0.706
F -3.131 2.258 1.118
H -4.896 -0.960 6.234
H -5.235 -2.330 5.183
H -5.850 -0.734 4.768
H -2.394 -1.309 6.064
H -0.376 -0.942 4.778
H -0.063 1.549 4.086
H 1.847 2.347 5.393
H 4.135 1.978 6.215
H 5.047 2.092 4.713
H 5.068 0.595 5.637
H 4.302 -0.600 3.576
H -4.730 -0.642 2.581
N -0.235 2.692 1.377
C 1.031 2.437 1.029
N 1.395 1.389 0.319
C 2.753 1.470 -0.003
C 3.407 2.513 0.533
S 2.322 3.502 1.438
C 3.282 0.527 -0.995
C 4.559 0.419 -1.407
S 4.662 -0.767 -2.650
C 2.954 -1.025 -2.524
N 2.364 -0.294 -1.624
N 2.306 -1.873 -3.377
H -0.940 1.998 1.161
H -0.432 3.377 2.083
H 4.440 2.789 0.407
H 5.433 0.934 -1.044
H 2.843 -2.636 -3.752
H 1.373 -2.118 -3.069
C -2.357 -1.130 -7.239
C -1.436 -0.168 -6.494
C -0.885 -0.730 -5.186
C -1.909 -0.842 -4.064
N -2.477 0.456 -3.694
C -1.827 1.438 -3.033
Se -0.157 1.388 -2.234
N -2.649 2.515 -2.997
C -2.313 3.789 -2.360
C -1.374 4.632 -3.216
C -1.965 5.088 -4.548
C -3.050 6.151 -4.405
C -3.859 2.205 -3.606
C -5.026 2.937 -3.770
C -6.083 2.303 -4.403
C -5.975 0.982 -4.851
C -4.810 0.254 -4.677
C -3.752 0.893 -4.046
H -2.689 -0.709 -8.189
H -3.253 -1.370 -6.665
H -1.842 -2.070 -7.452
H -1.963 0.771 -6.294
H -0.595 0.093 -7.140
H -0.057 -0.117 -4.825
H -0.480 -1.733 -5.359
H -1.463 -1.273 -3.177
H -2.747 -1.477 -4.353
H -1.845 3.549 -1.405
H -3.253 4.303 -2.158
H -0.469 4.046 -3.382
H -1.080 5.506 -2.626
H -2.358 4.221 -5.090
H -1.157 5.487 -5.166
H -3.941 5.769 -3.907
H -3.366 6.531 -5.378
H -2.685 7.000 -3.820
H -5.120 3.950 -3.408
H -7.011 2.839 -4.546
H -6.823 0.514 -5.334
H -4.740 -0.771 -5.009
Cl -0.865 -4.541 -2.980
C -0.154 -4.381 -1.363
Cl 1.551 -4.854 -1.352
C -0.270 -2.948 -0.876
O -0.623 -2.708 0.302
O 0.026 -1.996 -1.652
H -0.685 -5.040 -0.687
```

Its multiplicity is 1. As for the highest occupied orbital energy: -7.033 eV. As for the LUMO energy: 0.398 eV. The gap between HOMO and LUMO comes out at 7.43 eV.


Energies relative to the most stable structure, in hartree: entry w 0.0102; entry x 0.0000.


Entry w
A single C2HN5O molecule. Source: the Open Molecules 2025 dataset; level of theory: the ωB97M-V functional and the def2-TZVPD basis.

```
9
Properties=species:S:1:pos:R:3
O -2.044 -0.392 0.713
C -1.204 -0.247 -0.144
N -0.913 0.999 -0.791
N 0.234 1.540 -0.455
C 1.050 0.603 0.281
N 1.119 -0.692 0.455
N 0.702 -1.494 -0.519
N -0.490 -1.294 -0.861
H 1.547 0.977 1.321
```

Its multiplicity is 1. As for the highest occupied orbital energy: -10.447 eV. As for the LUMO energy: -2.166 eV. The gap between HOMO and LUMO comes out at 8.28 eV.


Entry x
A single C2HN5O molecule. Source: the Open Molecules 2025 dataset; level of theory: the ωB97M-V functional and the def2-TZVPD basis.

```
9
Properties=species:S:1:pos:R:3
O 1.984 -0.350 0.695
C 1.027 -0.145 0.040
N 0.244 -1.155 -0.666
N -0.927 -1.272 -0.391
C -1.495 -0.395 0.483
N -1.203 0.811 0.528
N -0.414 1.487 -0.393
N 0.756 1.110 -0.479
H -2.247 -0.833 1.109
```

Its multiplicity is 1. As for the highest occupied orbital energy: -10.008 eV. As for the LUMO energy: -1.443 eV. The gap between HOMO and LUMO comes out at 8.57 eV.


Energies relative to the most stable structure, in hartree: entry w 0.0320; entry x 0.0000.


Entry w
A single C5H11NS molecule. Source: the Open Molecules 2025 dataset; level of theory: the ωB97M-V functional and the def2-TZVPD basis.

```
18
Properties=species:S:1:pos:R:3
C 0.425 1.677 -0.480
C 0.729 0.433 0.344
S 2.281 -0.459 0.050
C -0.490 -0.543 0.500
C -1.812 0.146 0.893
N -2.309 0.084 -0.456
C -1.246 -0.953 -0.784
H 0.934 2.525 0.000
H -0.683 1.825 -0.403
H 0.873 1.558 -1.441
H 1.038 0.704 1.413
H 2.068 -0.924 -1.177
H -0.192 -1.382 1.169
H -2.434 -0.446 1.561
H -1.730 1.133 1.309
H -3.341 -0.058 -0.498
H -1.696 -1.918 -0.602
H -0.792 -0.835 -1.768
```

Its multiplicity is 1. As for the highest occupied orbital energy: -8.815 eV. As for the LUMO energy: 0.932 eV. The gap between HOMO and LUMO comes out at 9.75 eV.


Entry x
A molecular structure, C5H11NS. Source: the Open Molecules 2025 dataset; level of theory: the ωB97M-V functional and the def2-TZVPD basis.

```
18
Properties=species:S:1:pos:R:3
C -2.764 0.426 0.198
C -0.179 0.377 0.598
C 1.195 0.187 0.229
C 1.676 -0.950 -0.352
C 1.032 -2.155 -0.351
H -2.856 1.604 -0.059
H -2.399 0.241 1.580
H -3.624 -0.456 -0.175
H -0.473 1.710 0.538
H -0.383 0.112 1.832
H 1.840 0.547 0.990
H 1.463 2.378 -0.564
H 1.158 1.035 -1.707
H 2.699 -1.010 -0.905
H 0.161 -1.933 0.266
H 1.334 -3.200 -0.697
N 1.475 1.294 -0.839
S -1.353 -0.208 -0.583
```

Its multiplicity is 1. As for the highest occupied orbital energy: -8.296 eV. As for the LUMO energy: 0.749 eV. The gap between HOMO and LUMO comes out at 9.05 eV.


Energies relative to the most stable structure, in hartree: entry w 0.0000; entry x 0.1719.


Entry w
A molecular structure, CH2N2O2. Source: the Open Molecules 2025 dataset; level of theory: the ωB97M-V functional and the def2-TZVPD basis.

```
7
Properties=species:S:1:pos:R:3
N 0.383 -1.022 0.091
C 0.766 -0.110 0.847
N -1.276 0.386 -0.702
O -1.398 1.278 -1.418
O 1.718 0.289 1.440
H 0.731 -1.318 -0.807
H -0.924 0.497 0.550
```

Its multiplicity is 1. As for the highest occupied orbital energy (spin up / spin down): -9.573 / -9.573 eV. As for the LUMO energy (spin up / spin down): -0.768 / -0.770 eV. The gap between HOMO and LUMO (spin up / spin down) comes out at 8.80 / 8.80 eV.


Entry x
2 unconnected molecules or ions with the total composition CH2N2O2. Source: the Open Molecules 2025 dataset; level of theory: the ωB97M-V functional and the def2-TZVPD basis.

```
7
Properties=species:S:1:pos:R:3
C 0.707 0.370 -0.172
N -1.345 -1.018 0.009
N -1.549 0.136 0.108
O 0.612 -0.568 -0.900
O 1.896 0.912 0.348
H -2.100 -1.654 -0.069
H 1.779 1.823 0.675
```

Its multiplicity is 1. As for the highest occupied orbital energy (spin up / spin down): -8.414 / -8.552 eV. As for the LUMO energy (spin up / spin down): -0.262 / 0.248 eV. The gap between HOMO and LUMO (spin up / spin down) comes out at 8.15 / 8.80 eV.


Energies relative to the most stable structure, in hartree: entry w 0.0328; entry x 0.0000.